Entry 1:
C13H26N5O4 | the ωB97M-V functional and the def2-TZVPD basis

Properties
**HOMO energy**: -11.62 eV
**Net charge**: +1
**Kohn-Sham gap**: 0.3189 hartree
**Lowest unoccupied orbital energy**: -2.9 eV
**Electronic energy**: -1085.4166 hartree
**2S+1**: 1
**Energy above the lowest of the compared OMol25 structures with the same formula, charge and spin**: 4.4456 eV

Cartesian coordinates (Å):
C  5.025  -1.969  -1.143
C  5.059  -0.497  -1.411
C  6.241  0.012  -2.145
N  4.156  0.346  -1.080
N  3.069  -0.213  -0.362
C  1.929  -0.542  -0.939
N  0.825  -1.023  -0.366
C  -0.030  -1.187  -1.358
N  0.482  -0.828  -2.527
N  1.751  -0.395  -2.282
H  4.725  -2.184  -0.127
H  5.967  -2.429  -1.387
H  4.254  -2.393  -1.782
H  6.470  -0.703  -2.926
H  6.062  0.986  -2.573
H  7.072  0.008  -1.446
H  3.122  -0.267  0.642
H  -1.016  -1.573  -1.179
H  0.050  -0.860  -3.434
H  2.408  -0.066  -2.968
O  -4.143  -4.378  3.057
C  -3.660  -3.306  2.838
O  -2.447  -3.251  2.242
C  -1.880  -2.033  1.763
C  -1.132  -1.285  2.841
C  -4.327  -2.019  3.268
H  -2.638  -1.408  1.291
H  -1.184  -2.337  0.979
H  -1.804  -0.976  3.641
H  -0.662  -0.394  2.430
H  -0.365  -1.917  3.291
H  -4.044  -1.806  4.297
H  -5.403  -2.167  3.225
H  -4.086  -1.160  2.644
O  -2.440  1.128  1.371
C  -2.398  2.100  0.668
O  -2.661  1.957  -0.646
C  -2.834  3.071  -1.531
C  -1.513  3.563  -2.084
C  -1.987  3.450  1.202
H  -3.400  3.864  -1.045
H  -3.457  2.693  -2.340
H  -0.861  3.938  -1.295
H  -1.677  4.366  -2.802
H  -0.987  2.748  -2.585
H  -0.900  3.523  1.172
H  -2.313  3.519  2.236
H  -2.417  4.292  0.665

Atoms 1-2, force components in eV/Å:
C -0.5 0.3 0.1
C 0.0 -0.2 0.1

Atomic partial charges in e from the Löwdin method, atoms 1 to 5:
1. C -0.008
2. C -0.373
3. C -0.018
4. N 0.096
5. N 0.064

Entry 2:
C13H26NO4P2Sc | the ωB97M-V functional and the def2-TZVPD basis

Properties
**HOMO energy**: -15.04 eV
**Net charge**: +2
**Kohn-Sham gap**: 0.2904 hartree
**Lowest unoccupied orbital energy**: -7.1 eV
**Electronic energy**: -2309.5997 hartree
**2S+1**: 1
**Energy above the lowest of the compared OMol25 structures with the same formula, charge and spin**: 1.3641 eV

Cartesian coordinates (Å):
Sc  0.220  0.521  0.501
P  2.350  -0.841  1.001
C  2.475  -1.154  -0.836
C  1.186  -1.410  -1.578
N  0.064  -0.779  -1.158
C  -1.134  -1.094  -1.706
C  -1.219  -1.986  -2.768
C  -0.051  -2.517  -3.315
C  1.167  -2.226  -2.703
C  -2.392  -0.494  -1.120
P  -2.213  1.050  -0.107
H  2.114  -2.632  -3.066
H  -2.211  -2.228  -3.158
H  -0.095  -3.162  -4.200
H  -3.079  -0.233  -1.950
H  -2.896  -1.246  -0.488
H  3.007  -0.285  -1.289
H  3.126  -2.050  -0.918
H  1.475  4.165  -1.629
O  1.746  3.310  -2.023
H  2.489  3.524  -2.621
H  -0.628  4.758  0.576
O  -0.714  4.903  -0.371
H  -1.076  5.805  -0.462
C  -2.473  2.223  -1.481
H  -3.475  2.053  -1.879
H  -2.340  3.251  -1.143
H  -1.734  2.022  -2.264
C  -3.838  1.112  0.725
H  -3.909  2.024  1.321
H  -4.639  1.107  -0.023
H  -3.949  0.244  1.381
C  2.537  -2.568  1.576
H  3.481  -2.961  1.192
H  2.553  -2.598  2.665
H  1.714  -3.181  1.207
C  4.051  -0.261  1.346
H  4.131  0.016  2.403
H  4.762  -1.070  1.140
H  4.294  0.604  0.728
C  -0.640  -0.745  4.550
O  0.011  -0.336  3.315
C  -0.503  -0.688  2.136
O  -1.435  -1.468  1.965
H  0.152  -1.126  5.184
H  -1.390  -1.499  4.352
H  -1.073  0.149  4.989

Atoms 1-2, force components in eV/Å:
Sc 0.5 0.5 0.6
P 1.7 -1.1 -0.4

Atomic partial charges in e from the Löwdin method, atoms 1 to 5:
1. Sc 0.994
2. P 0.861
3. C -0.271
4. C -0.292
5. N -0.005

Entry 3:
C13H26O5S | the ωB97M-V functional and the def2-TZVPD basis

Properties
**HOMO energy**: -8.36 eV
**Net charge**: 0
**Kohn-Sham gap**: 0.3275 hartree
**Lowest unoccupied orbital energy**: 0.5 eV
**Electronic energy**: -1284.8365 hartree
**2S+1**: 1
**Energy above the lowest of the compared OMol25 structures with the same formula, charge and spin**: 12.1385 eV

Cartesian coordinates (Å):
C  1.150  0.156  -2.301
C  0.832  0.509  -0.804
O  0.629  -0.316  0.058
C  0.939  2.005  -0.394
H  2.114  -0.350  -2.347
H  1.077  1.016  -2.966
H  0.376  -0.592  -2.476
H  -0.010  2.532  -0.487
H  1.604  2.502  -1.101
H  1.342  2.108  0.614
C  1.040  0.848  2.416
C  2.211  -0.052  2.230
O  3.363  0.199  2.581
C  1.836  -1.442  1.599
H  0.319  0.393  3.094
H  0.579  0.881  1.429
H  1.352  1.878  2.588
H  2.804  -1.940  1.538
H  1.470  -1.374  0.575
H  1.169  -1.964  2.284
C  -3.133  3.472  0.693
C  -1.876  2.684  0.465
O  -1.709  2.095  -0.630
C  -0.774  2.648  1.488
H  -3.251  4.319  0.017
H  -3.107  3.798  1.733
H  -3.938  2.743  0.611
H  -0.487  1.624  1.727
H  -1.063  3.169  2.401
H  0.211  3.058  1.267
C  -0.334  -3.048  -2.300
C  0.901  -2.596  -1.412
C  0.275  -2.365  0.034
S  -1.460  -1.849  -0.261
O  -1.704  -0.416  0.000
O  -2.259  -2.887  0.436
C  -1.638  -2.214  -2.058
H  -0.648  -4.077  -2.129
H  -0.025  -3.080  -3.345
H  1.310  -1.773  -1.998
H  1.584  -3.430  -1.252
H  0.807  -1.531  0.492
H  0.336  -3.186  0.748
H  -1.726  -1.283  -2.619
H  -2.488  -2.872  -2.238

Atoms 1-2, force components in eV/Å:
C -1.1 0.4 1.6
C 1.1 2.7 -0.4

Atomic partial charges in e from the Löwdin method, atoms 1 to 5:
1. C 0.032
2. C -0.274
3. O -0.185
4. C -0.011
5. H 0.099